{"formula": "C11H15N3S", "method": "ωB97M-V/def2-TZVPD", "species": ["C", "C", "C", "C", "C", "C", "C", "C", "C", "C", "C", "N", "N", "N", "S", "H", "H", "H", "H", "H", "H", "H", "H", "H", "H", "H", "H", "H", "H", "H"], "coordinates": [[5.0884, -0.7340, 0.9839], [5.4832, 0.4080, 0.3279], [3.7596, -1.2091, 0.9178], [4.6332, 1.1809, -0.4294], [2.8738, -0.5129, 0.0941], [3.3386, 0.6085, -0.6263], [0.9615, -0.0307, -0.8353], [-1.9058, 1.5636, -0.1724], [-3.3998, -0.4988, -0.2235], [-1.3165, -0.0705, 1.4343], [-1.8792, 0.0408, 0.0175], [1.5323, -0.7689, -0.0333], [-1.1104, -1.7961, -1.2377], [-1.1662, -0.4459, -1.1360], [1.9524, 1.3049, -1.5342], [5.8561, -1.4056, 1.5711], [6.5638, 0.6515, 0.3427], [3.2316, -1.9900, 1.5080], [4.7862, 2.1633, -0.8515], [-2.4475, 1.9375, -1.0562], [-2.3620, 2.0831, 0.6639], [-0.8425, 1.7945, -0.3519], [-3.6804, 0.2405, -0.8940], [-3.8486, -0.2740, 0.6836], [-3.6020, -1.4223, -0.6144], [-2.0740, 0.2107, 2.1567], [-0.9522, -1.0067, 1.6916], [-0.5784, 0.7014, 1.5246], [-1.1499, -2.4018, -0.4066], [-0.7023, -2.1449, -2.1272]], "atomic_forces_ev_per_a": [[0.01, -3.25, 1.59], [2.04, 0.71, -0.36], [-0.42, 0.52, 0.19], [-2.60, -1.19, -0.53], [1.66, 0.72, -0.06], [-0.06, 1.35, 0.17], [-3.19, 2.20, -1.36], [0.15, 0.23, -1.18], [3.26, 2.56, 1.04], [-0.93, 0.65, -0.66], [-1.84, 0.51, -0.14], [0.19, -2.03, 0.92], [-0.32, 0.27, -0.36], [3.31, -1.61, -0.71], [0.34, -1.17, 0.80], [-1.51, 1.72, -1.18], [-0.80, 0.12, 0.29], [1.24, 0.28, -0.31], [0.69, -0.16, -0.07], [0.13, -0.55, 0.06], [0.37, 0.02, 0.35], [-0.43, 0.56, 0.47], [-1.26, 1.00, -1.52], [-1.34, -0.01, 1.71], [0.02, -2.47, -0.59], [-0.43, -0.10, 0.02], [0.92, -1.79, 0.50], [0.85, 0.00, 0.15], [0.48, 0.50, -0.64], [-0.50, 0.41, 1.41]], "e_above_lowest_ev": 4.490, "homo_energy_ha": [-0.2853, -0.2853], "gap_ev": [8.182, 8.178], "total_energy_ha": -990.4439}